A 10-piece molecular cluster, C46H111N9O5 overall at a distorted geometry. Source: the Open Molecules 2025 dataset; level of theory: ωB97M-V with the def2-TZVPD basis set.

Each line ends with the Mulliken charge.
Geometry (Å):
C  21.35145  3.31501  -17.32630  -1.24
C  20.37136  4.48368  -17.46490  -0.47
N  20.15643  5.07391  -16.11305  -0.07
C  19.42252  6.41133  -16.24974  -0.26
C  20.23435  7.55171  -16.88133  -1.27
C  19.39993  4.21506  -15.24917  -0.33
C  19.54129  4.62471  -13.83089  -1.32
H  20.89059  2.33653  -17.19104  0.35
H  22.23827  3.48902  -16.71689  0.27
H  21.66735  3.28898  -18.36919  0.43
H  20.87394  5.17580  -18.14053  0.30
H  19.41790  4.29629  -17.95877  0.36
H  19.13393  6.75293  -15.25570  0.22
H  18.52805  6.24488  -16.85001  0.30
H  20.63111  7.31284  -17.86806  0.31
H  21.08211  7.97152  -16.33989  0.30
H  19.63682  8.37987  -17.26241  0.40
H  18.38169  4.08754  -15.61663  0.33
H  19.71277  3.17197  -15.29595  0.34
H  19.13378  3.93790  -13.08906  0.42
H  20.59967  4.65937  -13.57256  0.31
H  19.12465  5.60350  -13.59322  0.29
C  13.68903  -0.15962  -17.93754  -1.31
C  12.41849  0.73169  -17.83149  -0.43
N  11.52609  0.30722  -16.76105  -0.02
C  10.50616  1.30836  -16.50658  -0.42
C  9.79368  0.96829  -15.24743  -1.32
C  11.07446  -1.06194  -16.98847  -0.56
C  10.12443  -1.24934  -18.12612  -1.13
H  14.53856  0.50841  -18.07949  0.36
H  13.63881  -0.83740  -18.78971  0.30
H  13.89034  -0.74636  -17.04127  0.38
H  12.71298  1.76129  -17.62829  0.43
H  11.86604  0.75818  -18.77075  0.33
H  10.86432  2.33781  -16.51531  0.43
H  9.74661  1.28750  -17.28807  0.28
H  8.93402  1.63552  -15.18504  0.39
H  9.41680  -0.03525  -15.05002  0.32
H  10.42971  1.19070  -14.39064  0.33
H  10.58751  -1.36312  -16.06096  0.28
H  11.93515  -1.69905  -17.19196  0.38
H  9.82938  -2.29485  -18.21535  0.41
H  10.41179  -0.78884  -19.07135  0.28
H  9.20461  -0.68446  -17.97466  0.28
C  13.46751  -7.30918  -12.09954  -1.27
C  14.94133  -7.71914  -11.99550  -0.37
N  15.75282  -7.19668  -13.15799  0.12
C  15.48473  -7.91913  -14.38723  -0.77
C  16.10096  -9.32549  -14.47097  -1.04
C  17.13958  -6.93723  -12.75915  -0.26
C  17.82572  -6.16215  -13.80237  -1.45
H  12.86718  -7.60336  -12.96044  0.31
H  13.36704  -6.22384  -12.09293  0.30
H  12.87333  -7.69266  -11.27008  0.39
H  15.38391  -7.34127  -11.07385  0.39
H  14.94350  -8.80074  -11.86052  0.21
H  14.41416  -8.10424  -14.47506  0.27
H  15.63133  -7.18709  -15.18142  0.47
H  15.89604  -10.11685  -13.74997  0.28
H  15.66961  -9.63659  -15.42242  0.40
H  17.16859  -9.20993  -14.65783  0.27
H  17.77525  -7.81328  -12.63044  0.28
H  17.17680  -6.33241  -11.85311  0.40
H  18.84193  -5.86199  -13.54679  0.41
H  17.23070  -5.27611  -14.02368  0.36
H  17.99311  -6.67480  -14.74962  0.30
C  23.36833  -17.61019  -24.81293  -1.37
C  24.05558  -18.57064  -23.82048  -0.44
N  23.66013  -19.89342  -24.13215  -0.01
C  24.16364  -20.31792  -25.45806  -0.19
C  23.56191  -21.58024  -25.84646  -1.43
C  24.00343  -20.84155  -23.04662  -0.81
C  25.47704  -21.00453  -22.69721  -0.97
H  22.31154  -17.83526  -24.95659  0.34
H  23.89070  -17.64972  -25.76879  0.31
H  23.32007  -16.56534  -24.50622  0.41
H  25.12537  -18.48377  -24.01049  0.26
H  23.88386  -18.34900  -22.76716  0.47
H  23.83093  -19.62028  -26.22662  0.27
H  25.25096  -20.27151  -25.51878  0.36
H  22.47381  -21.61427  -25.90088  0.31
H  23.94913  -21.79819  -26.84177  0.42
H  23.75099  -22.43022  -25.19080  0.32
H  23.55806  -21.83603  -23.07416  0.40
H  23.53713  -20.41520  -22.15843  0.45
H  25.53604  -21.26502  -21.64044  0.39
H  25.99212  -20.05014  -22.80643  0.28
H  25.86708  -21.81611  -23.31146  0.24
C  18.73070  -15.41563  -18.11061  -1.26
C  17.88622  -15.80611  -19.32552  -0.49
N  16.47208  -15.45853  -19.05973  0.01
C  15.80785  -16.37601  -18.07667  -0.38
C  14.31981  -15.98785  -17.85478  -1.39
C  15.76044  -15.29134  -20.31642  -0.81
C  15.70428  -16.49834  -21.29312  -1.00
H  18.83825  -14.39723  -17.73726  0.31
H  19.75280  -15.66378  -18.39667  0.40
H  18.40218  -16.04933  -17.28684  0.30
H  18.28020  -15.25090  -20.17677  0.43
H  18.00177  -16.87387  -19.51162  0.31
H  16.26444  -16.26924  -17.09268  0.33
H  16.01356  -17.42494  -18.29001  0.39
H  13.65063  -16.20920  -18.68623  0.35
H  14.26980  -14.98951  -17.42015  0.30
H  13.86627  -16.62880  -17.09874  0.44
H  14.76903  -14.85997  -20.17812  0.45
H  16.33913  -14.60390  -20.93339  0.39
H  14.97955  -16.32770  -22.08922  0.36
H  16.71165  -16.59690  -21.69759  0.28
H  15.43737  -17.38158  -20.71283  0.26
C  19.42016  -9.09840  -22.27293  -0.97
C  18.41388  -8.40059  -23.14909  -0.66
N  19.05653  -7.58554  -24.21377  -0.04
C  19.88647  -8.24755  -25.19256  -0.34
C  19.18596  -9.29986  -26.05955  -1.46
C  19.93436  -6.53714  -23.69551  -0.49
C  19.23070  -5.54774  -22.66925  -1.32
H  20.18936  -9.71355  -22.73985  0.25
H  18.85638  -9.74090  -21.59660  0.41
H  19.85522  -8.39385  -21.56410  0.26
H  17.76809  -9.18961  -23.53446  0.36
H  17.73287  -7.71584  -22.64370  0.35
H  20.23122  -7.56958  -25.97333  0.39
H  20.76506  -8.70106  -24.73377  0.34
H  18.27060  -8.86415  -26.46000  0.34
H  19.80437  -9.53037  -26.92703  0.43
H  18.89164  -10.24301  -25.59915  0.30
H  20.30840  -5.87082  -24.47282  0.42
H  20.82255  -7.04817  -23.32392  0.42
H  19.89376  -4.70861  -22.45876  0.42
H  19.12460  -6.02311  -21.69413  0.29
H  18.26830  -5.16603  -23.01010  0.30
O  11.61771  -3.23034  -25.26684  -0.59
C  11.82402  -4.33971  -25.74735  0.50
C  12.72616  -5.37265  -25.13681  -0.34
C  12.20864  -6.62663  -25.77455  -0.51
C  11.69864  -6.14757  -27.21517  -0.36
O  11.38515  -4.75965  -26.96078  -0.35
H  13.70350  -4.96552  -25.39594  0.22
H  12.71033  -5.32276  -24.04808  0.29
H  12.97834  -7.39817  -25.75490  0.31
H  11.41943  -7.16859  -25.25349  0.27
H  12.52658  -6.18819  -27.92298  0.25
H  10.81942  -6.66220  -27.60274  0.30
C  26.15319  -10.91101  -20.40333  -0.85
C  26.04906  -9.42916  -20.86986  0.59
N  26.31766  -9.08279  -22.10816  -0.37
O  25.71539  -8.59577  -20.00099  -0.64
H  26.66791  -11.52968  -21.13845  0.31
H  25.22096  -11.42207  -20.16276  0.26
H  26.61064  -10.82306  -19.41788  0.24
H  26.48216  -9.78831  -22.81193  0.20
H  26.52345  -8.10814  -22.27495  0.24
C  18.33764  -7.30658  -34.31854  -0.86
C  18.30710  -8.46221  -35.28307  0.58
N  19.36978  -8.59740  -36.06135  -0.38
O  17.33528  -9.19211  -35.35438  -0.61
H  17.53916  -6.63961  -34.64361  0.25
H  19.23268  -6.69269  -34.21778  0.31
H  18.08519  -7.53448  -33.28296  0.27
H  20.11576  -7.93251  -36.20808  0.21
H  19.28786  -9.31153  -36.77085  0.23
C  25.99646  -4.73354  -29.48737  -0.84
C  27.53333  -4.64956  -29.30917  0.56
N  28.10607  -3.48087  -28.99231  -0.40
O  28.18058  -5.65803  -29.41686  -0.58
H  25.50430  -3.76908  -29.36205  0.31
H  25.57215  -5.38151  -28.72043  0.25
H  25.69933  -5.14502  -30.45199  0.25
H  29.06947  -3.41163  -28.69706  0.24
H  27.44000  -2.83353  -28.59559  0.22

As for the structure (SMILES): CCN(CC)CC.CCN(CC)CC.CCN(CC)CC.CCN(CC)CC.CCN(CC)CC.CCN(CC)CC.O=C1CCCO1.CC(N)=O.CC(N)=O.CC(N)=O. As for the charge: 0. As for the energy relative to the best compared isomer or geometry (same formula, charge and spin): 99.7 kcal/mol.

***

A 10-piece molecular cluster, C46H113F6N15O18P4S2 overall at a distorted geometry. Source: the Open Molecules 2025 dataset; level of theory: ωB97M-V with the def2-TZVPD basis set.

Each line ends with the Mulliken charge.
Geometry (Å):
C  -2.72664  -1.53147  0.20792  -1.51
C  -1.29309  -1.30431  -0.21788  0.33
C  -0.56061  -0.31967  0.80391  -0.78
O  0.76683  -0.12040  0.32535  -0.32
C  1.50710  0.82973  1.15238  -0.75
N  -0.53005  -2.61380  -0.33906  -0.26
H  -0.25897  -3.07932  0.51528  0.31
H  -1.10051  -3.27608  -0.84508  0.36
H  0.37005  -2.48918  -0.77994  0.38
H  -3.40930  -1.98626  -0.50988  0.42
H  -3.24968  -0.64452  0.56551  0.40
H  -2.86441  -2.10928  1.12185  0.42
H  -1.20254  -0.86203  -1.21000  0.24
H  -0.56545  -0.63184  1.84824  0.49
H  -1.07785  0.63548  0.71302  0.40
H  1.37977  1.88753  0.92224  0.31
H  2.53648  0.63082  0.85422  0.28
H  1.39017  0.74690  2.23292  0.29
C  -3.03375  -5.87438  -5.25910  0.60
F  -2.99621  -6.17313  -6.55798  -0.18
F  -1.95545  -5.18919  -4.83313  -0.22
F  -4.18520  -5.25552  -4.86785  -0.22
S  -3.01196  -7.54134  -4.29928  0.97
O  -4.20993  -8.14571  -4.81445  -0.62
O  -1.78166  -8.23766  -4.57236  -0.61
N  -3.08788  -7.06178  -2.65362  -0.38
S  -3.92365  -8.23544  -1.99992  0.98
O  -5.33340  -7.80989  -1.94744  -0.66
O  -3.63923  -9.62159  -2.41425  -0.61
C  -3.23953  -8.07402  -0.20704  0.64
F  -3.71905  -9.06233  0.57538  -0.23
F  -1.91861  -8.19748  -0.23264  -0.23
F  -3.59735  -6.93817  0.30699  -0.22
N  -7.12280  1.41400  7.44557  0.00
C  -7.08183  1.38809  6.08083  -0.63
C  -5.99247  2.07020  5.59211  -0.31
C  -5.26719  2.43388  6.73278  -0.28
C  -5.89173  1.94538  7.81582  -0.48
H  -7.85152  1.05412  8.04520  0.21
H  -7.84964  0.82798  5.56784  0.38
H  -5.61720  2.31944  4.61056  0.38
H  -4.40176  3.07937  6.76066  0.38
H  -5.63525  1.88295  8.86305  0.36
O  -7.91493  3.29245  -1.47943  -0.85
P  -8.93405  3.53335  -2.51065  0.60
N  -8.96914  5.14763  -3.07356  0.20
C  -8.63693  6.30629  -2.26528  -1.03
C  -9.72416  5.50711  -4.28735  -1.04
N  -10.56954  3.21580  -2.01302  0.17
C  -11.60795  3.15684  -3.00853  -1.16
C  -10.79939  2.59934  -0.67399  -1.03
N  -8.65608  2.65699  -3.98428  0.28
C  -7.50535  2.94384  -4.81435  -1.14
C  -9.13348  1.25659  -4.21157  -1.15
H  -7.97212  6.99253  -2.78988  0.29
H  -8.17543  5.99344  -1.32868  0.32
H  -9.57626  6.83477  -2.10258  0.36
H  -10.79068  5.56248  -4.06921  0.25
H  -9.60037  4.73174  -5.04338  0.34
H  -9.60860  6.56553  -4.52078  0.40
H  -12.47006  2.55748  -2.71587  0.37
H  -12.03420  4.15850  -3.06417  0.29
H  -11.32861  2.86406  -4.02063  0.41
H  -10.65800  1.52199  -0.76022  0.34
H  -9.93333  2.88975  -0.07926  0.32
H  -11.76505  2.85653  -0.23874  0.39
H  -7.80566  2.76781  -5.84727  0.38
H  -7.34493  4.01760  -4.71737  0.36
H  -6.70243  2.26496  -4.52704  0.31
H  -10.18655  1.14727  -3.95236  0.33
H  -8.54188  0.61598  -3.55756  0.34
H  -9.11022  0.96237  -5.26086  0.38
O  8.52769  4.54809  2.16987  -0.81
P  9.83190  4.73701  1.49447  0.49
N  10.87387  5.70132  2.46079  0.20
C  11.48312  5.14130  3.70483  -1.07
C  10.71587  7.14252  2.54218  -1.03
N  9.84319  5.50461  -0.00469  0.16
C  8.84254  5.11003  -0.95863  -1.14
C  10.94997  6.11780  -0.87418  -0.91
N  10.71637  3.30061  1.33611  0.38
C  12.06806  3.21415  0.84202  -1.19
C  9.93188  2.04761  1.26158  -1.12
H  12.41492  5.62743  3.99385  0.33
H  11.65104  4.07609  3.54601  0.31
H  10.74157  5.25542  4.49552  0.35
H  10.03765  7.33071  3.37446  0.31
H  10.39493  7.42812  1.54041  0.29
H  11.70621  7.53917  2.76579  0.31
H  7.89971  5.14770  -0.41297  0.37
H  8.75015  5.79204  -1.80387  0.40
H  9.03825  4.13408  -1.40285  0.31
H  11.24728  6.97718  -0.27319  0.27
H  11.79810  5.46940  -1.09410  0.24
H  10.63514  6.54465  -1.82642  0.45
H  12.81863  3.93645  1.16299  0.28
H  12.47590  2.27101  1.20568  0.46
H  12.00812  3.17933  -0.24577  0.34
H  8.89720  2.29536  1.02458  0.35
H  9.93097  1.46015  2.17973  0.28
H  10.22730  1.47752  0.38077  0.38
O  1.57272  -4.31783  4.50975  -0.85
P  2.48301  -4.20390  5.65573  0.23
N  4.09962  -4.53981  5.21447  0.32
C  5.09091  -5.26043  6.02189  -0.97
C  4.62828  -4.01845  3.92827  -1.02
N  2.14253  -5.31303  6.95295  0.31
C  1.66062  -6.68740  6.71714  -1.15
C  2.21604  -4.91479  8.37702  -0.82
N  2.43733  -2.63590  6.38905  0.22
C  3.55689  -1.99566  7.00878  -0.84
C  1.07478  -1.98484  6.64710  -1.10
H  6.11388  -4.90972  5.88544  0.41
H  4.84696  -6.25826  5.65733  0.36
H  4.92629  -5.11556  7.08960  0.19
H  4.06729  -4.34712  3.05344  0.27
H  5.68303  -4.26026  3.79735  0.40
H  4.63778  -2.92887  3.95703  0.32
H  1.37950  -6.74508  5.66559  0.32
H  2.45056  -7.40434  6.94094  0.30
H  0.68600  -6.81446  7.18837  0.45
H  3.23886  -4.75161  8.71660  0.20
H  1.80252  -3.91509  8.51008  0.18
H  1.67250  -5.58407  9.04389  0.38
H  4.34961  -1.92758  6.26376  0.22
H  3.35030  -0.97819  7.34071  0.38
H  3.94829  -2.57202  7.84707  0.23
H  1.00828  -0.95760  6.28870  0.37
H  0.79060  -2.07635  7.69542  0.38
H  0.21092  -2.52221  6.25586  0.31
O  4.62873  -3.40449  -4.27097  -0.91
P  5.48495  -4.01775  -5.32024  0.48
N  5.88340  -5.67303  -5.06033  0.28
C  6.85975  -6.10269  -4.08914  -1.03
C  4.83408  -6.60946  -5.24777  -1.19
N  6.97453  -3.22585  -5.63450  0.29
C  7.09152  -1.79283  -5.17247  -0.96
C  7.94206  -3.72581  -6.65718  -1.07
N  4.72179  -3.98478  -6.88629  0.18
C  5.18934  -4.68098  -8.01921  -1.06
C  3.92069  -2.84950  -7.26595  -1.01
H  7.66736  -5.38311  -3.95469  0.29
H  7.21435  -7.11802  -4.26651  0.33
H  6.36078  -6.32057  -3.14487  0.35
H  4.05302  -6.12235  -5.83152  0.35
H  4.26045  -6.83778  -4.34948  0.40
H  5.14031  -7.55438  -5.69661  0.33
H  6.83190  -1.70922  -4.11714  0.31
H  8.09994  -1.37978  -5.19644  0.35
H  6.37068  -1.13798  -5.66201  0.28
H  7.69542  -4.76388  -6.88010  0.37
H  7.92827  -3.17653  -7.59856  0.28
H  8.90715  -3.74151  -6.15077  0.39
H  5.78727  -5.53168  -7.69225  0.34
H  4.36760  -4.96930  -8.67473  0.33
H  5.74026  -3.98855  -8.65570  0.38
H  3.48796  -3.05881  -8.24423  0.37
H  4.60597  -2.00227  -7.29200  0.32
H  3.08479  -2.52161  -6.64801  0.24
C  1.56784  4.24214  -5.72534  -1.11
C  0.09337  3.84721  -5.91466  -0.17
O  -0.55398  4.94743  -6.49703  -0.34
C  -0.44885  5.29800  -7.80649  0.79
O  0.12909  4.62048  -8.67444  -0.60
O  -0.90672  6.52397  -7.96906  -0.31
C  -0.88296  6.99519  -9.30617  -0.69
H  2.11023  4.39504  -6.65836  0.32
H  2.15469  3.40612  -5.34483  0.38
H  1.64605  5.11254  -5.07389  0.29
H  -0.28508  3.69750  -4.90349  0.24
H  -0.03450  2.94189  -6.50807  0.32
H  -0.59016  8.03887  -9.19167  0.27
H  -1.83028  6.84885  -9.82508  0.27
H  -0.03249  6.62640  -9.87957  0.34
C  -14.01184  -6.32043  8.20543  -1.12
C  -12.93534  -5.33783  7.69159  -0.27
O  -12.46234  -5.72980  6.41699  -0.24
C  -11.78132  -4.92977  5.61167  0.73
O  -11.52553  -3.75524  5.79991  -0.58
O  -11.55865  -5.64362  4.48610  -0.30
C  -10.83638  -5.13452  3.37670  -0.65
H  -14.77095  -6.49165  7.44221  0.29
H  -14.49762  -5.98338  9.12114  0.37
H  -13.54331  -7.29134  8.36642  0.30
H  -12.06531  -5.11958  8.31087  0.34
H  -13.39785  -4.35285  7.62834  0.30
H  -11.11130  -5.79465  2.55405  0.24
H  -9.75769  -5.00021  3.45725  0.29
H  -11.16772  -4.11603  3.17424  0.31
C  3.63216  8.60080  3.20779  -1.02
C  2.38803  7.65451  3.41264  -0.30
O  1.43561  7.93557  2.46020  -0.23
C  0.37646  7.19785  2.28997  0.78
O  -0.04797  6.32410  3.00958  -0.59
O  -0.08701  7.52676  1.11969  -0.34
C  -1.09201  6.79685  0.45152  -0.66
H  4.27279  8.22213  2.41136  0.28
H  4.11052  8.44126  4.17413  0.33
H  3.33960  9.62714  2.98610  0.31
H  2.02719  7.78892  4.43236  0.30
H  2.70566  6.62787  3.23039  0.32
H  -0.81635  6.03202  -0.27453  0.26
H  -1.64134  7.52400  -0.14647  0.24
H  -1.74544  6.29601  1.16585  0.32

As for the charge: 0.

***

| no. | E_HOMO (eV) | frontier orbital gap (eV) |
| --- | --- | --- |
| 1 | -8.08 | 8.5 |
| 2 | -7.68 | 6.8 |